This record from the OMol25 dataset describes a 8-piece molecular cluster, C40H92BFIO19 overall. The level of theory is the ωB97M-V functional and the def2-TZVPD basis.

Values from the calculation:
**Charge**: -1
**HOMO**: -4.6 eV
**Orbital gap**: 6.5 eV

Each line ends with the Mulliken charge.
CARTESIAN COORDINATES (ANGSTROEM)
C -2.594 2.538 0.800  -0.606
C -1.179 3.381 0.602  -0.487
C -0.535 3.225 -0.907  -0.050
C -0.116 1.678 -1.295  -0.274
O 0.043 0.779 -0.141  -0.247
C -0.045 -0.583 -0.723  -0.005
O -1.388 -1.099 -1.089  0.162
B -1.348 -2.573 -1.154  0.525
C -2.092 -3.315 -2.419  0.096
C -1.226 -3.356 -3.810  -0.547
C 0.048 -4.411 -3.790  -0.407
C 1.446 -3.541 -4.005  -0.320
O 2.327 -3.884 -2.857  -0.511
O 0.028 -2.945 -0.771  -0.376
C 0.434 -1.871 0.195  -0.211
I 2.563 -2.108 0.679  0.070
C -0.294 -1.821 1.664  0.226
C 0.574 -1.083 2.844  0.371
O 1.077 -1.867 3.838  -0.551
F 0.827 0.373 2.968  -0.230
H -2.418 1.400 0.543  -0.053
H -2.861 2.606 1.938  0.320
H -3.440 2.996 0.108  0.256
H -1.429 4.519 0.758  0.330
H -0.417 3.050 1.431  0.205
H 0.479 3.852 -0.924  -0.128
H -1.282 3.604 -1.748  0.260
H 0.902 1.760 -1.907  0.163
H -0.948 1.290 -2.042  0.199
H 0.591 -0.753 -1.713  -0.019
H -1.974 -2.997 -0.228  -0.480
H -2.470 -4.357 -2.044  -0.201
H -3.067 -2.668 -2.654  -0.025
H -1.966 -3.770 -4.651  0.328
H -0.920 -2.269 -4.197  0.168
H 0.071 -5.099 -2.834  0.142
H -0.041 -5.098 -4.761  0.350
H 1.958 -3.797 -5.052  0.251
H 1.254 -2.366 -4.034  0.193
H 3.072 -3.211 -2.810  0.269
H -1.336 -1.246 1.577  0.046
H -0.544 -2.938 1.965  -0.034
C -2.322 -5.909 0.607  -0.675
O -3.684 -5.575 0.368  -0.097
C -4.454 -6.708 -0.049  -0.719
C -5.318 -7.243 1.096  -0.187
O -4.514 -7.824 2.126  -0.367
C -4.386 -6.968 3.259  -0.673
H -1.839 -5.054 1.089  -0.097
H -2.229 -6.777 1.265  0.511
H -1.816 -6.107 -0.342  0.309
H -3.806 -7.496 -0.453  0.365
H -5.111 -6.366 -0.855  0.362
H -5.962 -8.039 0.709  0.093
H -5.966 -6.454 1.501  0.300
H -5.334 -6.928 3.802  0.319
H -4.082 -5.958 2.967  0.231
H -3.620 -7.385 3.917  0.258
C 8.929 -3.396 2.802  -0.698
O 7.789 -4.064 3.328  -0.363
C 6.633 -3.221 3.357  -0.626
C 5.670 -3.560 2.216  -0.142
O 6.227 -3.214 0.946  -0.301
C 6.710 -4.355 0.239  -0.776
H 9.717 -4.137 2.640  0.236
H 8.707 -2.911 1.847  0.291
H 9.289 -2.654 3.520  0.327
H 6.918 -2.162 3.329  0.330
H 6.128 -3.407 4.310  0.361
H 4.759 -2.965 2.336  0.078
H 5.384 -4.620 2.246  0.285
H 5.867 -4.954 -0.116  0.313
H 7.364 -4.968 0.866  0.336
H 7.281 -4.005 -0.623  0.244
C -5.336 0.228 -1.289  -0.510
O -5.523 -1.175 -1.142  -0.416
C -5.159 -1.637 0.162  0.472
C -6.396 -1.898 1.024  -0.752
O -7.071 -0.680 1.346  -0.404
C -8.247 -0.490 0.562  -0.708
H -5.798 0.540 -2.230  0.312
H -5.804 0.784 -0.472  0.349
H -4.268 0.458 -1.330  0.012
H -4.479 -0.929 0.654  0.127
H -4.620 -2.580 0.025  -0.063
H -6.077 -2.344 1.971  0.343
H -7.075 -2.607 0.532  0.373
H -9.023 -1.191 0.883  0.324
H -8.044 -0.624 -0.505  0.294
H -8.604 0.529 0.724  0.245
C -9.269 -13.478 -0.472  -0.711
O -9.094 -12.676 0.690  -0.366
C -7.730 -12.289 0.882  -0.702
C -7.502 -10.834 0.466  -0.244
O -7.635 -10.670 -0.948  -0.377
C -8.881 -10.078 -1.308  -0.719
H -10.341 -13.585 -0.658  0.239
H -8.808 -13.019 -1.351  0.308
H -8.842 -14.471 -0.305  0.322
H -7.051 -12.963 0.342  0.357
H -7.519 -12.387 1.951  0.369
H -6.476 -10.551 0.723  0.290
H -8.181 -10.161 1.006  0.358
H -8.884 -9.021 -1.026  0.300
H -9.723 -10.592 -0.833  0.321
H -8.995 -10.153 -2.392  0.250
C 2.055 4.907 -3.561  -0.851
O 2.518 5.601 -2.408  -0.294
C 3.946 5.677 -2.358  -0.573
C 4.442 7.067 -2.765  -0.201
O 4.204 7.318 -4.152  -0.426
C 3.087 8.179 -4.362  -0.623
H 0.972 5.041 -3.630  0.247
H 2.513 5.295 -4.475  0.448
H 2.270 3.840 -3.462  0.278
H 4.403 4.899 -2.983  0.424
H 4.238 5.490 -1.320  0.299
H 5.525 7.112 -2.616  0.366
H 3.984 7.846 -2.140  0.125
H 3.343 9.198 -4.059  0.245
H 2.207 7.837 -3.809  0.280
H 2.850 8.178 -5.428  0.270
C 4.053 7.478 1.011  -0.867
O 4.522 6.163 1.285  -0.250
C 5.506 6.145 2.324  -0.553
C 4.909 5.655 3.646  -0.530
O 3.974 6.599 4.174  -0.399
C 2.622 6.195 3.965  -0.672
H 3.187 7.402 0.348  0.352
H 3.746 7.995 1.925  0.442
H 4.833 8.053 0.504  0.254
H 5.970 7.133 2.444  0.289
H 6.286 5.444 2.010  0.383
H 5.714 5.560 4.382  0.371
H 4.445 4.667 3.525  0.331
H 2.382 5.352 4.618  0.333
H 2.442 5.919 2.921  0.258
H 1.971 7.034 4.219  0.250
C 5.499 14.343 -0.079  -0.706
O 6.437 13.383 0.393  -0.366
C 5.878 12.529 1.397  -0.723
C 5.530 11.153 0.823  -0.272
O 4.442 11.236 -0.100  -0.382
C 4.877 11.161 -1.456  -0.628
H 5.925 14.836 -0.957  0.241
H 4.554 13.876 -0.368  0.297
H 5.320 15.098 0.692  0.329
H 5.000 12.994 1.864  0.361
H 6.643 12.404 2.169  0.380
H 5.203 10.503 1.642  0.285
H 6.408 10.688 0.356  0.368
H 5.202 10.142 -1.685  0.238
H 5.691 11.864 -1.656  0.331
H 4.032 11.414 -2.100  0.252

***

This record from the OMol25 dataset describes C43H38CsN7O3PSi as an isolated structure. The level of theory is the ωB97M-V functional and the def2-TZVPD basis.

Values from the calculation:
**Charge**: -1
**HOMO**: -5.4 eV
**Orbital gap**: 7.3 eV

Each line ends with the Mulliken charge.
CARTESIAN COORDINATES (ANGSTROEM)
Cs 0.572 -1.768 0.431  1.532
O 2.046 -3.824 -1.604  -0.780
C 1.037 -3.376 -2.174  0.237
O -0.037 -3.014 -1.625  -0.811
C 1.062 -3.179 -3.690  0.265
C 1.764 -4.114 -4.439  -0.512
C 1.739 -4.097 -5.825  -0.617
C 1.013 -3.117 -6.479  -0.761
C 0.336 -2.160 -5.740  -0.099
C 0.349 -2.171 -4.347  0.163
P -0.519 -0.844 -3.406  0.961
C -2.267 -1.387 -3.532  0.207
C -2.855 -1.988 -2.424  -0.336
C -4.183 -2.386 -2.466  -0.609
C -4.937 -2.203 -3.616  -0.546
C -4.350 -1.635 -4.737  -0.756
C -3.024 -1.236 -4.691  -0.005
C -0.470 0.564 -4.561  0.299
C 0.717 0.877 -5.225  -0.528
C 0.852 2.066 -5.924  -0.749
C -0.196 2.970 -5.977  -0.439
C -1.377 2.679 -5.309  -0.851
C -1.507 1.496 -4.598  -0.540
H 2.328 -4.860 -3.894  0.509
H 2.277 -4.848 -6.390  0.382
H 0.978 -3.091 -7.561  0.400
H -0.208 -1.383 -6.261  0.340
H -2.261 -2.213 -1.549  0.380
H -4.623 -2.849 -1.592  0.423
H -5.975 -2.512 -3.641  0.364
H -4.919 -1.502 -5.648  0.402
H -2.571 -0.789 -5.568  0.306
H 1.549 0.186 -5.194  0.506
H 1.788 2.287 -6.421  0.383
H -0.090 3.899 -6.522  0.365
H -2.204 3.377 -5.328  0.389
H -2.432 1.304 -4.069  0.517
N 5.210 -0.404 -0.701  0.120
C 4.282 -0.855 0.151  -0.363
N 3.171 -0.167 0.014  -0.091
C 3.483 0.712 -0.970  -0.047
N 4.712 0.610 -1.436  -0.727
C 2.503 1.686 -1.485  0.588
C 2.892 2.725 -2.327  -0.498
N 2.022 3.605 -2.808  -0.647
C 0.758 3.412 -2.455  -0.699
C 0.363 2.371 -1.621  -0.342
N 1.235 1.508 -1.116  0.426
H 6.141 -0.746 -0.861  0.176
H 4.446 -1.673 0.830  0.525
H 3.935 2.834 -2.597  0.485
H 0.012 4.095 -2.840  0.480
H -0.680 2.227 -1.366  0.469
O 0.062 -0.752 2.664  -0.284
Si -0.070 -0.057 4.086  -1.448
C 1.500 -0.395 5.083  0.209
C 1.606 -0.239 6.465  -0.005
C 2.808 -0.439 7.128  -0.672
C 3.939 -0.799 6.412  -0.435
C 3.854 -0.963 5.036  -0.469
C 2.646 -0.764 4.386  -0.445
C -1.532 -0.612 5.147  0.553
C -1.451 -1.829 5.825  -0.130
C -2.525 -2.343 6.534  -0.653
C -3.723 -1.644 6.584  -0.406
C -3.828 -0.433 5.921  -0.839
C -2.743 0.070 5.216  0.013
C -0.186 1.823 3.860  0.452
C -0.701 2.748 4.764  0.112
C -0.663 4.112 4.515  -0.685
C -0.087 4.587 3.346  -0.470
C 0.454 3.686 2.438  -0.591
C 0.401 2.325 2.698  -0.812
H 0.727 0.037 7.038  0.338
H 2.861 -0.315 8.204  0.378
H 4.882 -0.950 6.923  0.347
H 4.735 -1.248 4.471  0.370
H 2.577 -0.898 3.312  0.369
H -0.528 -2.397 5.803  0.382
H -2.426 -3.292 7.046  0.380
H -4.566 -2.043 7.134  0.357
H -4.755 0.126 5.947  0.389
H -2.859 1.022 4.709  0.393
H -1.147 2.405 5.692  0.393
H -1.084 4.809 5.230  0.384
H -0.052 5.650 3.145  0.368
H 0.916 4.047 1.526  0.432
H 0.829 1.634 1.981  0.626
N -3.003 1.030 1.425  -0.819
N -1.899 1.287 0.538  -0.168
H -2.648 0.757 2.340  0.331
H -3.484 0.219 1.053  0.243
H -1.115 0.703 0.823  -0.033
H -1.608 2.238 0.738  0.297

***

This record from the OMol25 dataset describes a 2-piece molecular cluster, C18H20N2O3 overall. The level of theory is the ωB97M-V functional and the def2-TZVPD basis.

Values from the calculation:
**Charge**: 0
**HOMO**: -7.3 eV
**Orbital gap**: 5.7 eV

Each line ends with the natural charge from an NBO analysis.
CARTESIAN COORDINATES (ANGSTROEM)
C 2.411 -2.036 -0.300  -0.424
N 0.974 -2.323 -0.395  -0.271
C 0.620 -3.481 -1.220  -0.423
C 0.068 -1.475 0.071  0.272
C -1.353 -1.744 -0.012  -0.191
C -1.877 -3.035 0.274  -0.141
C -3.206 -3.329 0.025  -0.229
C -4.086 -2.347 -0.452  0.033
C -5.528 -2.697 -0.670  -0.641
C -3.590 -1.058 -0.701  -0.169
C -2.258 -0.747 -0.463  -0.128
H 2.955 -2.890 -0.717  0.205
H 2.648 -1.128 -0.874  0.252
H 2.711 -1.872 0.742  0.267
H 1.519 -3.763 -1.777  0.225
H 0.308 -4.330 -0.598  0.222
H -0.188 -3.226 -1.915  0.237
H 0.415 -0.491 0.404  0.279
H -1.209 -3.803 0.667  0.212
H -3.565 -4.346 0.196  0.222
H -6.088 -1.837 -1.046  0.226
H -5.643 -3.529 -1.378  0.230
H -5.987 -3.016 0.275  0.235
H -4.268 -0.300 -1.099  0.222
H -1.875 0.255 -0.666  0.244
C 0.661 1.315 1.723  -0.386
C 1.944 1.546 1.124  0.459
O 2.738 0.578 1.051  -0.705
C 2.329 2.889 0.596  -0.012
C 2.296 4.044 1.385  -0.175
C 2.814 5.244 0.887  -0.222
C 3.333 5.301 -0.413  -0.218
C 3.390 4.140 -1.193  -0.216
C 2.930 2.931 -0.670  -0.222
N -0.343 2.257 1.753  0.469
O -1.394 2.027 2.425  -0.504
O -0.224 3.337 1.114  -0.486
H 0.450 0.368 2.213  0.201
H 1.890 4.005 2.395  0.223
H 2.794 6.137 1.515  0.211
H 3.680 6.252 -0.821  0.208
H 3.794 4.170 -2.207  0.205
H 3.011 2.006 -1.249  0.206

***

This record from the OMol25 dataset describes C28H42CaNO24 as an isolated structure. The level of theory is the ωB97M-V functional and the def2-TZVPD basis.

Values from the calculation:
**Charge**: +1
**HOMO**: -9.4 eV
**Orbital gap**: 3.5 eV

Each line ends with the Mulliken charge.
CARTESIAN COORDINATES (ANGSTROEM)
Ca -1.384 0.549 0.978  1.872
N -3.157 1.786 4.694  1.070
O -3.758 1.758 3.649  -0.662
O -2.043 1.377 4.631  -0.661
O -3.671 2.238 5.734  -0.614
C 5.592 4.745 -4.449  -1.411
C 4.231 4.089 -4.793  0.447
C 4.260 2.713 -5.459  -0.443
O 3.289 2.000 -4.785  -0.306
C 3.043 2.613 -3.606  0.659
O 2.230 2.239 -2.759  -0.608
O 3.633 3.785 -3.583  -0.282
H 6.227 4.074 -3.871  0.360
H 5.513 5.655 -3.853  0.338
H 6.181 4.841 -5.361  0.387
H 3.617 4.754 -5.400  0.268
H 5.242 2.275 -5.277  0.288
H 4.040 2.747 -6.526  0.305
C -6.829 -7.126 0.489  -1.383
C -6.687 -6.039 -0.629  0.501
C -7.826 -5.038 -0.598  -0.460
O -7.313 -3.814 -0.278  -0.296
C -5.992 -3.947 -0.103  0.593
O -5.206 -3.048 0.081  -0.547
O -5.594 -5.270 -0.352  -0.320
H -7.700 -7.770 0.364  0.375
H -6.897 -6.642 1.463  0.353
H -5.931 -7.730 0.619  0.342
H -6.703 -6.541 -1.596  0.254
H -8.518 -5.284 0.207  0.271
H -8.365 -5.057 -1.545  0.315
C 7.517 3.003 2.895  -1.377
C 6.663 1.846 3.355  0.526
C 5.956 2.044 4.752  -0.418
O 4.726 1.393 4.487  -0.339
C 4.454 1.304 3.132  0.701
O 3.450 0.784 2.633  -0.610
O 5.522 1.694 2.469  -0.316
H 7.722 2.903 1.830  0.337
H 8.483 3.132 3.382  0.355
H 6.867 3.871 3.012  0.350
H 7.297 0.959 3.325  0.265
H 5.796 3.054 5.128  0.264
H 6.375 1.579 5.644  0.263
C -6.271 4.399 -6.552  -1.391
C -6.364 4.567 -4.983  0.419
C -7.355 3.667 -4.353  -0.354
O -6.530 2.913 -3.476  -0.311
C -5.267 3.378 -3.511  0.688
O -4.319 2.932 -2.815  -0.646
O -5.110 4.239 -4.436  -0.303
H -7.221 4.541 -7.067  0.393
H -5.941 3.384 -6.772  0.370
H -5.605 5.170 -6.943  0.339
H -6.724 5.584 -4.830  0.245
H -7.813 3.002 -5.086  0.262
H -8.124 4.262 -3.861  0.288
C 0.499 9.547 3.899  -1.320
C 0.799 8.818 2.662  0.398
C 2.140 8.223 2.412  -0.429
O 1.888 6.987 1.814  -0.285
C 0.599 6.637 2.192  0.629
O 0.072 5.571 1.897  -0.612
O -0.012 7.656 2.637  -0.304
H 0.427 8.829 4.716  0.327
H -0.421 10.125 3.814  0.347
H 1.358 10.197 4.066  0.370
H 0.420 9.372 1.803  0.262
H 2.719 8.170 3.334  0.311
H 2.687 8.888 1.742  0.305
C 0.567 -8.246 4.265  -1.439
C -0.673 -7.376 4.222  0.454
C -0.930 -6.694 5.515  -0.353
O -0.878 -5.318 5.175  -0.309
C -0.700 -5.157 3.920  0.677
O -0.801 -4.085 3.358  -0.611
O -0.578 -6.343 3.319  -0.342
H 0.371 -8.881 5.129  0.391
H 1.511 -7.755 4.503  0.336
H 0.759 -8.816 3.357  0.351
H -1.518 -7.960 3.857  0.253
H -0.156 -6.939 6.242  0.299
H -1.856 -7.107 5.915  0.292
C 3.374 -7.677 -2.514  -1.499
C 3.413 -6.162 -2.343  0.485
C 3.411 -5.422 -3.636  -0.436
O 2.548 -4.359 -3.370  -0.294
C 1.942 -4.568 -2.247  0.649
O 1.116 -3.829 -1.706  -0.611
O 2.263 -5.814 -1.769  -0.299
H 3.430 -8.134 -1.526  0.353
H 4.218 -7.988 -3.128  0.395
H 2.435 -7.901 -3.021  0.379
H 4.287 -5.931 -1.735  0.272
H 3.152 -6.083 -4.463  0.319
H 4.413 -5.007 -3.750  0.288